Formula: C9H36ClO13
Source: OMol25
Level of theory: wB97M-V/def2-TZVPD

The geometry in ORCA input format:
```
! wB97M-V def2-TZVPD RIJCOSX def2/J DEFGRID3
* xyz -1 1
Cl 0.899 -0.543 -0.691
O 1.376 0.290 0.360
O 1.951 -1.427 -1.161
O -0.213 -1.328 -0.294
O 0.356 0.260 -1.758
C -0.916 -1.351 -4.503
O -1.415 -1.545 -5.815
H 0.046 -1.859 -4.444
H -0.834 -0.281 -4.309
H -1.516 -1.815 -3.720
H -1.888 -0.755 -6.087
C -3.959 -0.771 0.588
O -3.327 -0.570 -0.625
H -3.771 0.094 1.223
H -5.035 -0.860 0.438
H -3.599 -1.608 1.188
H -2.414 -0.854 -0.541
C 1.796 -3.803 1.985
O 0.679 -3.004 2.219
H 2.421 -3.869 2.875
H 1.483 -4.795 1.659
H 2.375 -3.306 1.207
H 0.499 -2.449 1.457
C 1.157 2.762 3.389
O 2.041 1.716 2.974
H 0.129 2.412 3.491
H 1.414 3.170 4.366
H 1.164 3.621 2.718
H 1.804 1.256 2.165
C -1.411 -0.473 3.203
O -2.491 -0.827 4.151
H -1.586 -0.896 2.214
H -1.256 0.603 3.136
H -0.465 -0.947 3.464
H -2.264 -0.461 5.009
C 3.142 -4.595 -1.264
O 4.272 -3.709 -1.232
H 2.277 -4.205 -1.801
H 3.422 -5.500 -1.802
H 2.833 -4.980 -0.292
H 3.954 -2.838 -1.481
C -2.759 2.060 -2.953
O -3.732 1.899 -1.942
H -1.794 2.047 -2.446
H -2.856 1.217 -3.637
H -2.738 3.010 -3.488
H -3.606 1.051 -1.509
C -1.331 3.039 0.836
O -1.359 4.297 1.453
H -1.937 2.926 -0.063
H -0.370 2.645 0.504
H -1.604 2.275 1.563
H -2.218 4.374 1.876
C 3.912 2.931 -0.420
O 4.217 4.127 -1.083
H 3.532 3.204 0.565
H 3.106 2.371 -0.893
H 4.793 2.328 -0.200
H 3.612 4.242 -1.820
*
```

## Properties
ΔE to the lowest compared entry with this formula, charge and spin: 5.388 eV